The following is a quantum chemistry calculation of C26H14Cl5CsN2O2S2 as an isolated structure, from the OMol25 dataset.

Its relative energy (zero: lowest compared OMol25 entry of this formula, charge and spin) is 38.0 kJ/mol. The frontier orbital gap comes out at 5.638 eV. The charge is -2. Its HOMO energy is -1.81 eV. The value obtained for the lowest unoccupied orbital energy is 3.823 eV.

Last column: Mulliken charge in e.
Geometry (Å):
Cs  -0.0784  -0.9477  -1.2430  1.189
Cl  -2.0242  -4.7011  -2.6090  -0.284
C  -0.3491  -4.6629  -3.2173  0.012
C  0.4362  -3.5855  -2.8828  -1.132
C  1.7139  -3.6381  -3.3850  1.366
Cl  2.8160  -2.2887  -3.0002  -0.310
C  2.2177  -4.6700  -4.1721  -0.246
Cl  3.8520  -4.6639  -4.7698  -0.222
C  1.3774  -5.7371  -4.4831  0.540
Cl  1.9512  -7.0511  -5.4585  -0.222
C  0.0699  -5.7362  -3.9987  -0.363
Cl  -0.9834  -7.0674  -4.3842  -0.220
N  0.6609  -1.1173  1.4259  -0.581
C  0.5302  -1.1499  2.6675  -1.143
C  1.7166  -1.0718  3.6309  0.565
C  2.8499  -0.3612  3.2420  -0.496
C  3.9791  -0.3144  4.0443  -0.488
C  4.0086  -0.9981  5.2570  -0.350
C  2.8927  -1.7228  5.6517  -0.620
C  1.7568  -1.7488  4.8483  -0.163
C  -0.8334  -1.2751  3.3453  0.514
C  -1.8145  -2.0650  2.7515  -0.483
C  -3.0928  -2.1452  3.2826  -0.587
C  -3.4259  -1.4172  4.4210  -0.335
C  -2.4613  -0.6189  5.0204  -0.649
C  -1.1761  -0.5606  4.4918  -0.073
H  2.8187  0.1281  2.2752  0.409
H  4.8462  0.2520  3.7228  0.351
H  4.8937  -0.9704  5.8820  0.347
H  2.9061  -2.2720  6.5868  0.350
H  0.8868  -2.3118  5.1675  0.402
H  -1.5485  -2.6019  1.8483  0.537
H  -3.8367  -2.7721  2.8043  0.363
H  -4.4281  -1.4670  4.8300  0.350
H  -2.7111  -0.0351  5.8996  0.348
H  -0.4258  0.0604  4.9692  0.423
O  -4.4223  4.9532  -3.2576  -0.661
S  -3.3435  4.5643  -4.1295  1.188
O  -3.5564  4.7204  -5.5465  -0.661
N  -2.8027  3.0732  -3.7751  -0.534
C  -1.5624  3.0738  -3.3291  0.298
S  -0.6604  1.7333  -2.8545  -0.602
C  -0.9715  4.4690  -3.2363  0.246
C  0.2831  4.8502  -2.7960  -0.497
C  0.6027  6.2036  -2.8001  -0.544
C  -0.3173  7.1557  -3.2362  -0.339
C  -1.5773  6.7705  -3.6761  -0.616
C  -1.8691  5.4203  -3.6619  0.099
H  0.9794  4.0914  -2.4616  0.431
H  1.5793  6.5242  -2.4579  0.353
H  -0.0484  8.2053  -3.2291  0.353
H  -2.3044  7.4976  -4.0146  0.384


The following is a quantum chemistry calculation of C26H16BaBrCl5N3O3 as an isolated structure at a distorted geometry, from the OMol25 dataset.

Its relative energy (zero: lowest compared OMol25 entry of this formula, charge and spin) is 89.3 kJ/mol. The frontier orbital gap comes out at 3.694 eV. The charge is -1. Its HOMO energy is -2.10 eV. The value obtained for the lowest unoccupied orbital energy is 1.595 eV.

Last column: Mulliken charge in e.
Geometry (Å):
Ba  1.1706  1.8401  -0.8864  1.599
C  3.6451  -0.0268  1.2838  -0.616
O  2.4478  -0.3930  0.5989  -0.013
C  2.1657  -1.7067  0.4642  0.402
C  2.9391  -2.7532  0.9221  -0.721
C  2.4948  -4.0631  0.7258  -0.628
Br  3.5742  -5.4838  1.3565  -0.243
C  1.3074  -4.3357  0.0971  -0.607
C  0.5144  -3.2779  -0.3803  1.169
C  0.9483  -1.9627  -0.2017  0.065
O  0.2648  -0.8876  -0.6141  -0.573
C  -0.7602  -3.4935  -1.0439  -0.107
N  -1.5161  -2.5161  -1.4897  -0.340
C  -2.6421  -3.1081  -2.0168  0.188
C  -3.7691  -2.5258  -2.5907  -0.813
C  -4.7620  -3.3756  -3.0381  -0.536
C  -4.6453  -4.7658  -2.9204  -0.386
C  -3.5337  -5.3568  -2.3456  -1.027
C  -2.5390  -4.4997  -1.8954  0.657
N  -1.3249  -4.7216  -1.2765  -0.053
H  4.5186  -0.4359  0.7704  0.406
H  3.6121  -0.3793  2.3168  0.376
H  3.6696  1.0587  1.2536  -0.203
H  3.8715  -2.5739  1.4354  0.516
H  1.0016  -5.3652  -0.0249  0.432
H  -0.6200  -1.1791  -0.9788  0.699
H  -3.8561  -1.4505  -2.6620  0.519
H  -5.6564  -2.9635  -3.4858  0.386
H  -5.4500  -5.3909  -3.2850  0.372
H  -3.4490  -6.4312  -2.2494  0.367
H  -0.9354  -5.6115  -1.0241  0.205
Cl  4.8803  6.8582  4.1234  -0.219
C  4.2980  5.7316  2.9478  0.372
C  3.2658  4.8494  3.2717  -0.024
Cl  2.5735  4.8874  4.8485  -0.209
C  2.8013  3.9470  2.3331  0.763
Cl  1.5183  2.8561  2.6875  -0.161
C  3.3476  3.8736  1.0205  -0.778
O  2.9199  3.0190  0.1888  -0.872
C  4.3945  4.7853  0.7262  0.413
Cl  5.0776  4.7147  -0.8464  -0.216
C  4.8526  5.6915  1.6710  0.039
Cl  6.1291  6.7799  1.2666  -0.209
N  -0.6840  3.0223  -1.0816  -1.201
C  -1.8960  2.8417  -0.6307  0.437
C  -3.0787  3.5965  -0.9271  -0.374
C  -4.3267  3.2798  -0.4319  -0.243
C  -4.5558  2.2010  0.4151  -0.557
C  -3.4353  1.4348  0.7705  -0.640
C  -2.1875  1.7352  0.2865  -0.082
H  -2.9692  4.4511  -1.5892  0.299
H  -5.1634  3.9113  -0.7220  0.289
H  -5.5449  1.9805  0.7948  0.354
H  -3.5417  0.5868  1.4437  0.313
H  -1.3617  1.1010  0.6182  0.012


The following is a quantum chemistry calculation of C26H16Br4N4O4ReS as an isolated structure, from the OMol25 dataset.

Its relative energy (zero: lowest compared OMol25 entry of this formula, charge and spin) is 52.9 kJ/mol. The frontier orbital gap (spin up / spin down) comes out at 6.366 / 6.321 eV. Its HOMO energy (spin up / spin down) is -7.73 / -7.67 eV. The spin multiplicity is 2. The value obtained for the lowest unoccupied orbital energy (spin up / spin down) is -1.366 / -1.348 eV.

Last column: Mulliken charge in e.
Geometry (Å):
Re  0.2909  0.0211  -0.0473  1.611
O  0.8398  1.2900  -1.4081  -0.878
C  2.1166  1.3545  -1.7898  0.890
C  2.3779  1.5653  -3.1492  -0.396
C  3.6741  1.6417  -3.6034  -0.507
C  4.7547  1.5519  -2.7188  -0.641
C  4.5136  1.3823  -1.3791  -0.833
C  3.2024  1.2520  -0.8878  0.238
C  2.9841  1.1935  0.5291  0.012
N  1.8603  0.8047  1.0278  0.452
N  1.6048  1.1152  2.3659  -1.052
C  0.3194  1.2221  2.5034  0.622
O  -0.5242  1.0386  1.5068  -0.993
C  -0.2555  1.5661  3.8219  0.456
C  0.5648  1.7086  4.9390  -0.266
C  0.0091  2.0155  6.1686  -0.646
C  -1.3647  2.1838  6.2915  -0.363
C  -2.1829  2.0451  5.1802  -0.772
C  -1.6308  1.7361  3.9464  -0.232
H  1.5334  1.6389  -3.8208  0.488
H  3.8581  1.7760  -4.6616  0.398
H  5.7685  1.6241  -3.0873  0.415
H  5.3379  1.3332  -0.6774  0.420
H  3.7360  1.5805  1.2132  0.513
H  1.6321  1.5747  4.8296  0.457
H  0.6475  2.1235  7.0356  0.391
H  -1.7960  2.4236  7.2548  0.389
H  -3.2526  2.1786  5.2734  0.403
H  -2.2564  1.6315  3.0707  0.432
Br  -2.4159  -2.7278  -5.7850  -0.168
C  -1.2798  -2.3286  -4.3361  0.248
C  0.0494  -2.7627  -4.3432  0.221
Br  0.7357  -3.7365  -5.8025  -0.165
C  0.8785  -2.4692  -3.2620  -0.180
Br  2.6799  -3.0112  -3.1683  -0.137
C  0.3859  -1.7399  -2.1927  0.342
O  1.1152  -1.4133  -1.1089  -0.696
C  -0.9373  -1.2730  -2.1941  0.408
O  -1.3066  -0.5816  -1.1230  -0.896
C  -1.7718  -1.5918  -3.2605  -0.093
Br  -3.5444  -0.9705  -3.1668  -0.118
N  -0.7567  -6.1100  3.4248  -0.369
C  -1.2288  -4.9207  3.8338  -0.095
S  -2.0759  -4.7010  5.2181  -0.323
C  -0.8675  -3.7785  2.9425  0.935
C  -1.7839  -2.7658  2.6875  -0.714
C  -1.4218  -1.7312  1.8526  -0.548
N  -0.2059  -1.6556  1.2938  -0.023
C  0.6815  -2.6217  1.5398  -0.293
C  0.3895  -3.6983  2.3539  -0.806
H  -0.9782  -6.9255  3.9716  0.218
H  -0.3793  -6.2352  2.5006  0.231
H  -2.7660  -2.7947  3.1362  0.406
H  -2.1039  -0.9302  1.6057  0.600
H  1.6394  -2.5250  1.0461  0.540
H  1.1499  -4.4436  2.5419  0.466


The following is a quantum chemistry calculation of C26H16ClI3N2O2TeV as an isolated structure at a distorted geometry, from the OMol25 dataset.

The frontier orbital gap comes out at 6.322 eV. The charge is +1. Its HOMO energy is -10.43 eV. The value obtained for the lowest unoccupied orbital energy is -4.105 eV.

Last column: Mulliken charge in e.
Geometry (Å):
V  0.8250  1.1784  -0.6702  1.476
Cl  4.9699  -4.6970  -0.6877  -0.216
C  4.2644  -3.1192  -0.6902  0.406
C  5.0745  -2.0258  -0.6485  -0.507
C  4.5207  -0.7168  -0.6433  -0.432
I  5.7940  0.9040  -0.5659  0.152
C  3.1682  -0.5808  -0.6844  0.271
O  2.5040  0.6041  -0.6705  -0.319
C  2.3130  -1.7006  -0.7402  0.235
N  0.9769  -1.4213  -0.7992  -0.205
C  0.1680  -2.4557  -0.8569  0.147
C  0.6003  -3.7956  -0.8408  -1.056
C  1.9344  -4.0714  -0.7811  -0.685
C  2.8458  -2.9953  -0.7370  0.200
H  6.1471  -2.1526  -0.6172  0.425
H  -0.8861  -2.2292  -0.9329  0.169
H  -0.1377  -4.5841  -0.8781  0.448
H  2.3000  -5.0888  -0.7674  0.467
I  -3.8021  3.5566  -0.6460  0.133
C  -1.8865  4.2978  -0.6973  -0.793
C  -1.6996  5.7119  -0.7682  -0.329
C  -0.4615  6.2835  -0.7951  -0.542
I  -0.3002  8.3457  -0.8855  0.146
C  0.7037  5.4570  -0.7654  1.057
C  2.0452  5.8901  -0.8054  -0.417
C  3.0626  4.9725  -0.7898  -0.927
C  2.7615  3.6049  -0.7409  0.674
N  1.5161  3.1700  -0.6987  -0.250
C  0.4971  4.0771  -0.7012  0.086
C  -0.7869  3.4967  -0.6483  0.754
O  -0.7492  2.1409  -0.5842  -0.449
H  -2.5817  6.3361  -0.7974  0.353
H  2.2598  6.9501  -0.8499  0.220
H  4.0967  5.2830  -0.8206  0.438
H  3.5362  2.8498  -0.7388  -0.318
C  -3.5730  -2.2872  -0.6096  -1.338
Te  -2.6771  -0.3576  -0.6528  0.118
C  -2.0042  -0.8016  1.3249  -1.044
C  -2.8013  -2.0078  1.7664  0.675
C  -2.7743  -2.4218  3.0968  -0.703
C  -3.5029  -3.5250  3.5039  -0.573
C  -4.2691  -4.2272  2.5803  -0.545
C  -4.2965  -3.8233  1.2576  -0.765
C  -3.5617  -2.7151  0.8393  0.733
H  -3.0195  -2.9880  -1.2364  0.410
H  -4.5832  -2.2118  -1.0064  0.568
H  -2.1824  0.0622  1.9628  0.595
H  -0.9348  -1.0203  1.3259  0.354
H  -2.1841  -1.8674  3.8171  0.445
H  -3.4821  -3.8339  4.5405  0.406
H  -4.8500  -5.0838  2.8955  0.403
H  -4.8977  -4.3668  0.5383  0.449


Please write out number 2 again, unchanged.
The following is a quantum chemistry calculation of C26H16BaBrCl5N3O3 as an isolated structure at a distorted geometry, from the OMol25 dataset.

Its relative energy (zero: lowest compared OMol25 entry of this formula, charge and spin) is 89.3 kJ/mol. The frontier orbital gap comes out at 3.694 eV. The charge is -1. Its HOMO energy is -2.10 eV. The value obtained for the lowest unoccupied orbital energy is 1.595 eV.

Last column: Mulliken charge in e.
Geometry (Å):
Ba  1.1706  1.8401  -0.8864  1.599
C  3.6451  -0.0268  1.2838  -0.616
O  2.4478  -0.3930  0.5989  -0.013
C  2.1657  -1.7067  0.4642  0.402
C  2.9391  -2.7532  0.9221  -0.721
C  2.4948  -4.0631  0.7258  -0.628
Br  3.5742  -5.4838  1.3565  -0.243
C  1.3074  -4.3357  0.0971  -0.607
C  0.5144  -3.2779  -0.3803  1.169
C  0.9483  -1.9627  -0.2017  0.065
O  0.2648  -0.8876  -0.6141  -0.573
C  -0.7602  -3.4935  -1.0439  -0.107
N  -1.5161  -2.5161  -1.4897  -0.340
C  -2.6421  -3.1081  -2.0168  0.188
C  -3.7691  -2.5258  -2.5907  -0.813
C  -4.7620  -3.3756  -3.0381  -0.536
C  -4.6453  -4.7658  -2.9204  -0.386
C  -3.5337  -5.3568  -2.3456  -1.027
C  -2.5390  -4.4997  -1.8954  0.657
N  -1.3249  -4.7216  -1.2765  -0.053
H  4.5186  -0.4359  0.7704  0.406
H  3.6121  -0.3793  2.3168  0.376
H  3.6696  1.0587  1.2536  -0.203
H  3.8715  -2.5739  1.4354  0.516
H  1.0016  -5.3652  -0.0249  0.432
H  -0.6200  -1.1791  -0.9788  0.699
H  -3.8561  -1.4505  -2.6620  0.519
H  -5.6564  -2.9635  -3.4858  0.386
H  -5.4500  -5.3909  -3.2850  0.372
H  -3.4490  -6.4312  -2.2494  0.367
H  -0.9354  -5.6115  -1.0241  0.205
Cl  4.8803  6.8582  4.1234  -0.219
C  4.2980  5.7316  2.9478  0.372
C  3.2658  4.8494  3.2717  -0.024
Cl  2.5735  4.8874  4.8485  -0.209
C  2.8013  3.9470  2.3331  0.763
Cl  1.5183  2.8561  2.6875  -0.161
C  3.3476  3.8736  1.0205  -0.778
O  2.9199  3.0190  0.1888  -0.872
C  4.3945  4.7853  0.7262  0.413
Cl  5.0776  4.7147  -0.8464  -0.216
C  4.8526  5.6915  1.6710  0.039
Cl  6.1291  6.7799  1.2666  -0.209
N  -0.6840  3.0223  -1.0816  -1.201
C  -1.8960  2.8417  -0.6307  0.437
C  -3.0787  3.5965  -0.9271  -0.374
C  -4.3267  3.2798  -0.4319  -0.243
C  -4.5558  2.2010  0.4151  -0.557
C  -3.4353  1.4348  0.7705  -0.640
C  -2.1875  1.7352  0.2865  -0.082
H  -2.9692  4.4511  -1.5892  0.299
H  -5.1634  3.9113  -0.7220  0.289
H  -5.5449  1.9805  0.7948  0.354
H  -3.5417  0.5868  1.4437  0.313
H  -1.3617  1.1010  0.6182  0.012